Arrangement A

{
  "formula": "C4H6OS",
  "method": "ωB97M-V/def2-TZVPD",
  "elements": ["S", "O", "C", "C", "C", "C", "H", "H", "H", "H", "H", "H"],
  "coordinates": [[-1.03, 2.42, 0.21], [0.38, -0.73, -1.03], [-0.39, 1.05, -0.36], [0.23, -0.86, 1.49], [-0.44, 0.28, -1.64], [0.50, -0.02, 0.22], [1.59, 0.33, 0.34], [-0.79, -1.24, 1.48], [0.38, -0.16, 2.30], [0.91, -1.65, 1.46], [0.05, 0.75, -2.50], [-1.39, -0.18, -1.97]],
  "lowdin_charge": [0.74, -0.11, -0.73, -0.01, -0.17, -0.37, 0.17, 0.08, 0.08, 0.06, 0.13, 0.13],
  "lumo_energy_ev": -0.41,
  "mol_weight_g_mol": 102.16,
  "homo_ha": -0.3303,
  "orbital_gap_ev": 8.580,
  "smiles": "C[C@H]1OCC1=S"
}

=====

Arrangement B

{
  "formula": "C4H6OS",
  "method": "ωB97M-V/def2-TZVPD",
  "elements": ["S", "O", "C", "C", "C", "C", "H", "H", "H", "H", "H", "H"],
  "coordinates": [[1.65, -0.42, -0.59], [-1.83, 0.45, 0.73], [-0.96, 0.43, -0.09], [0.26, -0.60, 1.82], [-1.13, 0.75, -1.60], [0.35, -0.13, 0.39], [0.17, 0.36, 2.39], [-0.59, -1.27, 1.78], [1.13, -1.10, 2.19], [-0.70, -0.05, -2.26], [-0.62, 1.73, -1.79], [-2.25, 0.86, -1.83]],
  "lowdin_charge": [0.75, 0.10, -0.49, -0.12, -0.05, -0.72, 0.11, 0.09, 0.06, 0.07, 0.09, 0.10],
  "lumo_energy_ev": -1.24,
  "mol_weight_g_mol": 102.16,
  "homo_ha": -0.3279,
  "orbital_gap_ev": 7.680,
  "smiles": "CC(=O)C(C)=S"
}

=====

What should be chosen as the most stable of them? Choose arrangement B.

=====

Arrangement A

{
  "formula": "C4H6OS",
  "method": "ωB97M-V/def2-TZVPD",
  "elements": ["S", "O", "C", "C", "C", "C", "H", "H", "H", "H", "H", "H"],
  "coordinates": [[-1.01, -1.41, -0.03], [-1.37, 1.69, -0.43], [-0.52, 1.36, 0.37], [2.61, -0.02, 0.01], [0.16, 0.04, 0.38], [1.38, 0.01, -0.39], [1.17, -0.03, -1.35], [0.33, -0.19, 1.36], [3.41, 0.02, -0.74], [-2.20, -0.71, 0.09], [-0.25, 1.93, 1.37], [2.93, -0.31, 0.97]],
  "lowdin_charge": [0.73, 0.05, -0.28, 0.05, -0.60, -0.24, 0.07, 0.05, 0.08, -0.12, 0.16, 0.06],
  "lumo_energy_ev": 0.32,
  "mol_weight_g_mol": 102.16,
  "homo_ha": -0.3452,
  "orbital_gap_ev": 9.710,
  "smiles": "C=C[C@H](S)C=O"
}

=====

Arrangement B

{
  "formula": "C4H6OS",
  "method": "ωB97M-V/def2-TZVPD",
  "elements": ["S", "O", "C", "C", "C", "C", "H", "H", "H", "H", "H", "H"],
  "coordinates": [[2.51, -0.53, -0.18], [-3.23, -0.06, -0.59], [1.44, 0.96, -0.02], [-2.38, -0.37, 0.47], [-1.08, 0.20, 0.38], [0.01, 0.64, 0.16], [-2.94, -0.10, 1.43], [1.81, 1.45, 0.87], [1.54, 1.68, -0.81], [-2.22, -1.47, 0.56], [-2.71, -0.24, -1.40], [2.30, -0.88, 1.15]],
  "lowdin_charge": [0.67, -0.05, -0.57, -0.32, -0.03, -0.09, 0.15, 0.06, 0.07, 0.13, 0.10, -0.10],
  "lumo_energy_ev": 0.70,
  "mol_weight_g_mol": 102.16,
  "homo_ha": -0.3437,
  "orbital_gap_ev": 10.052,
  "smiles": "OCC#CCS"
}

=====

Arrangement C

{
  "formula": "C4H6OS",
  "method": "ωB97M-V/def2-TZVPD",
  "elements": ["S", "O", "C", "C", "C", "C", "H", "H", "H", "H", "H", "H"],
  "coordinates": [[-1.89, -0.17, 0.83], [0.85, 1.47, -0.07], [0.97, 0.59, 0.72], [1.40, -0.77, 0.40], [1.41, -1.25, -0.85], [-2.48, 0.89, -0.24], [-1.86, 1.39, -1.04], [-3.53, 1.30, -0.22], [1.18, -0.62, -1.74], [1.56, -2.36, -0.85], [0.61, 0.73, 1.70], [1.78, -1.20, 1.36]],
  "lowdin_charge": [0.68, 0.02, -0.42, -0.18, 0.04, -0.53, 0.02, 0.02, 0.09, 0.07, 0.07, 0.11],
  "lumo_energy_ev": -0.53,
  "mol_weight_g_mol": 102.16,
  "homo_ha": -0.3259,
  "orbital_gap_ev": 8.340,
  "smiles": "C=CC=O.C=S"
}

=====

Arrangement D

{
  "formula": "C4H6OS",
  "method": "ωB97M-V/def2-TZVPD",
  "elements": ["S", "O", "C", "C", "C", "C", "H", "H", "H", "H", "H", "H"],
  "coordinates": [[-1.94, -0.01, 0.53], [-2.48, 0.06, -0.85], [0.45, 1.90, 0.08], [-0.18, 0.58, 0.31], [0.53, -1.87, -0.04], [-0.31, -0.72, 0.30], [0.07, 2.76, 0.72], [-0.23, -2.70, -0.23], [1.23, -1.93, -0.86], [0.18, 2.24, -1.04], [1.05, -2.14, 0.92], [1.63, 1.83, 0.16]],
  "lowdin_charge": [0.95, -0.58, -0.10, -0.35, -0.07, -0.44, 0.09, 0.10, 0.08, 0.13, 0.09, 0.11],
  "lumo_energy_ev": 0.72,
  "mol_weight_g_mol": 102.16,
  "homo_ha": -0.3298,
  "orbital_gap_ev": 9.691
}

=====

What should be chosen as the most stable of them? Choose arrangement A.

=====

Arrangement A

{
  "formula": "C4H6OS",
  "method": "ωB97M-V/def2-TZVPD",
  "elements": ["S", "O", "C", "C", "C", "C", "H", "H", "H", "H", "H", "H"],
  "coordinates": [[-2.75, 0.86, 0.17], [1.91, 1.75, 0.91], [-1.97, -0.47, 0.25], [-1.61, -1.70, 0.08], [0.65, 0.35, -0.59], [1.70, 0.64, 0.19], [-0.12, 1.07, -0.67], [-0.92, -2.18, 0.78], [0.81, -0.56, -1.23], [2.47, -0.13, 0.26], [1.23, 2.50, 0.78], [-1.42, -2.14, -0.93]],
  "lowdin_charge": [0.78, -0.02, -0.81, -0.11, -0.05, -0.30, 0.00, 0.07, 0.08, 0.11, 0.16, 0.09],
  "lumo_energy_ev": -0.27,
  "mol_weight_g_mol": 102.16,
  "homo_ha": -0.3108,
  "orbital_gap_ev": 8.184,
  "smiles": "C=C=S.C=CO"
}

=====

Arrangement B

{
  "formula": "C4H6OS",
  "method": "ωB97M-V/def2-TZVPD",
  "elements": ["S", "O", "C", "C", "C", "C", "H", "H", "H", "H", "H", "H"],
  "coordinates": [[2.62, 0.19, -0.05], [0.03, 2.07, -0.03], [1.10, -0.18, 0.18], [-1.00, -0.29, -0.28], [0.09, -1.28, 0.04], [-0.08, 0.78, 0.41], [0.56, 2.07, -0.87], [-0.42, 0.86, 1.43], [-2.05, -0.42, 0.08], [0.24, -2.12, -0.62], [-1.02, -0.03, -1.35], [-0.08, -1.65, 1.06]],
  "lowdin_charge": [0.78, -0.02, -0.76, -0.11, -0.18, -0.44, 0.11, 0.15, 0.12, 0.11, 0.12, 0.13],
  "lumo_energy_ev": -0.18,
  "mol_weight_g_mol": 102.16,
  "homo_ha": -0.3224,
  "orbital_gap_ev": 8.597,
  "smiles": "O[C@H]1CCC1=S"
}

=====

Arrangement C

{
  "formula": "C4H6OS",
  "method": "ωB97M-V/def2-TZVPD",
  "elements": ["S", "O", "C", "C", "C", "C", "H", "H", "H", "H", "H", "H"],
  "coordinates": [[0.21, -1.60, -0.11], [0.16, 1.04, 0.06], [1.03, 0.08, 0.15], [2.32, 0.27, -0.04], [-1.41, -0.79, 0.27], [-1.15, 0.67, -0.23], [-1.13, 0.51, -1.29], [3.03, 1.13, 0.01], [-2.37, -1.19, -0.30], [-1.65, -0.75, 1.32], [-1.93, 1.32, 0.27], [2.89, -0.69, -0.11]],
  "lowdin_charge": [0.88, -0.09, -0.65, -0.01, -0.45, -0.26, 0.11, 0.07, 0.13, 0.05, 0.15, 0.06],
  "lumo_energy_ev": 0.80,
  "mol_weight_g_mol": 102.16,
  "homo_ha": -0.3075,
  "orbital_gap_ev": 9.168,
  "smiles": "C=C1OCCS1"
}

=====

What should be chosen as the most stable of them? Choose arrangement B.